No. 1
73
Properties=species:S:1:pos:R:3:forces:R:3:mulliken_charge:R:1 method="wB97M-V/def2-TZVPD" total_energy_ev=-84965.92291 homo_energy_ha=-0.1997 e_lumo_ev=2.28 spin_multiplicity=1 total_charge=-1 gap_ev=7.711 fmax_ev_per_a=2.660 relative_energy_kj_mol=51.5
N -1.404397 -0.139550 -0.233046 1.2 -0.7 -0.5 0.883
O -1.877640 -0.933325 -1.065309 -0.4 0.1 0.3 -0.552
O -0.958737 -0.596837 0.858529 -0.2 0.2 0.2 -0.627
O -1.232793 1.054339 -0.528348 -0.3 0.4 0.4 -0.610
O -4.887388 -0.855902 -2.356738 0.2 1.2 -0.8 -0.497
C -5.172333 -1.768625 -1.676941 0.0 -1.1 0.9 0.298
O -6.401810 -2.373633 -1.781088 -0.4 -0.2 0.0 -0.398
C -6.491965 -3.572774 -0.996882 0.8 0.4 0.4 -0.409
C -5.361197 -3.424797 0.039380 -0.4 0.2 0.1 -0.556
C -4.342029 -2.524497 -0.661044 -0.4 -0.9 0.6 0.085
H -6.383072 -4.417760 -1.676988 -0.1 -0.2 0.1 0.257
H -7.438684 -3.568669 -0.464564 -0.3 -0.2 -0.4 0.304
H -4.932163 -4.331324 0.464958 -0.1 -0.2 -0.4 0.282
H -5.826779 -2.914522 0.888286 0.3 0.2 0.0 0.297
H -3.627769 -3.138304 -1.217405 0.1 0.2 0.0 0.084
H -3.795156 -1.948031 0.074129 0.2 0.5 -0.5 0.230
O -1.676873 -2.906936 4.123889 0.3 -0.7 -0.7 -0.609
C -1.396787 -3.583667 3.168101 -0.2 0.7 0.4 0.461
O -2.348163 -4.343355 2.535966 0.0 -0.1 0.2 -0.356
C -1.798224 -5.059159 1.436720 0.5 -0.2 -0.7 -0.041
C -0.268035 -4.997353 1.599882 -0.6 0.6 -0.1 -0.545
C -0.077788 -3.710164 2.416848 -0.3 -0.6 -0.3 0.079
H -2.110834 -4.620793 0.481585 0.0 0.4 0.3 -0.074
H -2.160114 -6.088799 1.392275 -0.1 0.1 0.5 0.355
H 0.189379 -4.918857 0.615546 0.3 -0.3 0.1 0.271
H 0.079822 -5.857230 2.170911 0.2 -0.1 -0.2 0.275
H -0.012028 -2.834188 1.763032 0.0 0.1 0.1 -0.175
H 0.794434 -3.789016 3.055860 -0.1 0.4 0.3 0.379
O -3.361566 6.490039 1.799230 0.2 0.2 0.2 -0.630
S -2.874614 5.614178 0.785379 -0.2 -0.1 0.3 1.179
O -3.538528 5.570810 -0.476177 -0.1 -0.1 -0.3 -0.643
O -1.349883 6.012118 0.546448 -0.7 0.0 0.1 -0.284
C -0.724802 5.492078 -0.609351 2.3 -0.3 -1.3 0.069
C 0.549906 6.316581 -0.809976 -0.1 -0.3 0.7 -1.302
C -2.729876 3.991611 1.445746 -1.2 -0.4 -1.2 -0.813
H -1.258105 5.496473 -1.559556 -0.9 0.5 0.5 0.326
H -0.391885 4.452414 -0.513618 -0.4 -0.1 0.6 0.147
H 1.015057 6.027766 -1.751050 0.0 0.3 -0.1 0.393
H 1.255052 6.103781 -0.002959 0.0 0.0 0.0 0.266
H 0.325678 7.378967 -0.736118 0.0 0.1 -0.4 0.366
H -2.489682 3.330837 0.605091 0.9 0.0 0.4 0.243
H -3.757546 3.654401 1.612655 0.0 0.4 0.5 0.375
H -2.130379 3.976213 2.342027 0.2 -0.2 0.0 0.319
O -0.054024 -0.542756 -3.246378 0.5 0.6 -0.1 -0.505
S 0.912438 -1.571522 -3.202627 0.5 -1.2 0.6 1.252
O 0.939154 -2.576851 -4.218058 0.0 -0.4 -0.5 -0.685
O 2.381509 -0.947207 -3.126634 -0.3 0.8 0.4 -0.339
C 3.484563 -1.845022 -2.958555 0.5 -0.6 -0.5 -0.398
C 4.466616 -1.398779 -1.894560 -0.3 0.6 0.3 -0.807
C 0.850046 -2.408231 -1.638061 -0.9 -0.1 -0.1 -0.707
H 3.972303 -1.893414 -3.933984 0.1 -0.1 0.0 0.376
H 3.153447 -2.862929 -2.742698 -0.2 0.2 -0.1 0.317
H 5.017042 -2.257605 -1.511683 0.3 0.0 -0.3 0.359
H 3.990676 -0.951115 -1.020884 -0.3 -0.2 -0.1 0.022
H 5.119287 -0.608079 -2.259943 0.2 -0.2 0.0 0.307
H -0.167333 -2.800350 -1.589621 -0.1 0.3 0.2 0.163
H 0.993267 -1.679501 -0.847098 0.0 0.0 0.2 0.018
H 1.511045 -3.266896 -1.588133 0.3 0.2 -0.1 0.548
O 4.525917 1.614809 -0.551938 0.4 -0.3 0.2 -0.635
S 3.843657 1.521093 0.707747 -0.6 1.4 -0.4 1.150
O 4.162629 0.509877 1.653906 0.3 -0.7 0.2 -0.653
O 3.985859 2.951229 1.431051 0.2 -0.1 -0.5 -0.279
C 5.274223 3.592047 1.455362 0.8 0.2 1.1 -0.300
C 6.236932 2.877224 2.413184 -0.3 -0.8 -0.6 -1.052
C 2.120031 1.603464 0.386685 0.4 0.4 0.0 -0.382
H 5.045227 4.572117 1.871666 -0.1 0.0 -0.2 0.312
H 5.778518 3.732629 0.498410 -0.7 -0.2 -0.4 0.287
H 5.635882 2.369112 3.165716 0.2 0.4 0.5 0.303
H 7.002021 3.541394 2.810295 -0.2 0.1 0.2 0.384
H 6.759433 2.051679 1.919626 0.0 0.2 -0.2 0.281
H 1.846587 0.649867 -0.039428 -0.4 -0.2 0.0 -0.170
H 2.022242 2.413330 -0.328546 -0.2 -0.1 -0.2 0.302
H 1.571105 1.865848 1.279868 -0.1 -0.4 0.2 0.430



No. 2
61
Properties=species:S:1:pos:R:3:forces:R:3:mulliken_charge:R:1 method="wB97M-V/def2-TZVPD" total_energy_ev=-34585.51835 homo_energy_ha=-0.3534 e_lumo_ev=0.39 spin_multiplicity=1 gap_ev=10.005 fmax_ev_per_a=9.160 smiles="O=C(O)CCCOC(=O)OCCCCO.CCOCC.CCOCC" relative_energy_kj_mol=53.2
O 3.167832 0.760171 0.422949 -7.6 0.5 -1.9 -0.565
C 1.879862 0.864090 0.075128 5.5 -1.3 2.0 0.305
O 0.984721 -0.264409 0.389316 2.5 2.6 0.2 -0.311
C 1.424531 2.269591 -0.664476 -0.4 -0.7 0.4 -0.159
C 1.988985 3.506529 0.262289 0.2 0.3 -0.5 -0.488
C 1.494185 5.001361 -0.285197 2.2 -0.3 0.5 -0.464
O 0.070990 5.273414 -0.023758 -1.5 -1.8 -3.4 -0.255
C -0.777898 4.893955 -1.163846 0.1 1.1 -5.6 0.538
O -0.637426 5.341743 -2.425520 -0.4 -2.9 8.7 -0.555
O -1.875571 3.902553 -0.909657 2.2 4.0 0.8 -0.178
C -2.901829 4.586402 -0.076713 -1.5 0.5 1.8 -0.336
C -3.569926 3.497487 1.001131 -0.1 0.8 -0.1 -0.529
C -5.089421 3.043231 0.587705 0.5 -0.3 -0.5 -0.543
C -5.149450 2.238491 -0.871943 0.0 0.7 0.4 -0.135
O -5.670798 0.876261 -0.647136 1.5 0.3 -0.8 -0.537
H 1.454519 -0.870974 1.064002 -0.5 1.6 -1.6 0.341
H 1.943214 2.284464 -1.717917 -1.0 -0.1 2.1 0.274
H 0.264715 2.328854 -0.808405 2.2 -0.2 0.4 0.114
H 3.171150 3.515384 0.136726 -2.6 -0.1 0.5 0.286
H 1.692738 3.353573 1.407786 0.7 0.4 -2.6 0.290
H 1.794850 5.142569 -1.417082 -0.9 -0.3 2.3 0.325
H 2.108548 5.793619 0.362555 -1.6 -1.7 -1.5 0.274
H -2.457274 5.445436 0.601333 -0.4 -1.8 -1.6 0.322
H -3.737326 5.113866 -0.745288 1.9 -1.4 1.2 0.271
H -2.797856 2.624219 1.106610 -1.7 1.4 -0.3 0.160
H -3.630516 4.031045 2.059377 0.2 -1.1 -2.2 0.315
H -5.778735 3.994220 0.496234 1.5 -1.8 0.4 0.278
H -5.508970 2.333143 1.418266 0.7 1.3 -1.7 0.295
H -5.927792 2.842134 -1.545825 1.8 -1.5 1.2 0.170
H -4.076884 2.203041 -1.382587 -2.3 0.2 1.0 0.186
H -5.019407 0.171127 -0.934129 -1.0 1.6 0.5 0.312
C 7.032401 -3.735252 -1.339227 0.1 0.1 0.1 -1.005
C 5.675418 -4.419320 -1.304271 0.0 0.1 0.1 -0.305
O 4.875713 -4.037621 -0.187715 0.0 -0.1 0.1 -0.436
C 4.548085 -2.653763 -0.085446 0.0 0.0 -0.1 -0.327
C 3.768078 -2.127668 -1.278494 -0.1 0.0 -0.2 -0.688
H 7.590773 -3.944438 -0.418317 -0.1 0.0 -0.2 0.279
H 7.617038 -4.090055 -2.194531 -0.1 0.0 0.1 0.381
H 6.940330 -2.650827 -1.424906 0.0 0.0 -0.1 0.263
H 5.829615 -5.500204 -1.224985 -0.2 0.1 0.2 0.331
H 5.126491 -4.254731 -2.236266 0.0 0.1 0.0 0.298
H 5.454143 -2.063500 0.086128 0.0 0.0 -0.1 0.279
H 3.932975 -2.541914 0.815079 0.2 -0.2 -0.1 0.269
H 4.337644 -2.207341 -2.207395 0.0 0.1 0.1 0.337
H 3.511613 -1.074389 -1.130905 0.1 -0.2 0.0 0.036
H 2.842800 -2.698361 -1.412323 0.1 0.0 0.0 0.262
C -1.120334 -2.525635 0.302171 -0.1 -0.1 -0.1 -0.625
C -1.855329 -2.107407 1.565279 -0.1 0.0 -0.1 -0.412
O -3.273249 -2.204352 1.455620 -0.1 0.1 0.0 -0.429
C -3.801384 -3.500297 1.182745 0.0 0.0 0.1 -0.313
C -3.455220 -4.529892 2.245126 0.1 0.0 0.1 -1.029
H -1.449702 -1.919864 -0.551158 0.1 0.0 0.2 0.257
H -0.040079 -2.398413 0.429036 -0.3 -0.1 -0.1 0.077
H -1.305697 -3.571467 0.049840 0.1 0.0 0.1 0.324
H -1.627634 -1.056753 1.771809 -0.3 -0.1 0.0 0.310
H -1.503626 -2.674306 2.432433 0.0 -0.1 0.0 0.291
H -3.484676 -3.835020 0.189545 0.1 -0.1 0.0 0.318
H -4.891441 -3.392647 1.137976 0.2 0.2 0.0 0.332
H -2.376995 -4.684657 2.329329 -0.1 -0.1 -0.1 0.254
H -3.915239 -5.493197 2.005584 0.0 0.1 0.0 0.386
H -3.816275 -4.203301 3.226308 0.0 0.0 -0.2 0.285



No. 3
69
Properties=species:S:1:pos:R:3:forces:R:3:mulliken_charge:R:1 method="wB97M-V/def2-TZVPD" total_energy_ev=-76631.63619 homo_energy_ha="-0.0060 / -0.0529" e_lumo_ev="4.43 / 4.43" spin_multiplicity=5 total_charge=-2 gap_ev="4.589 / 5.864" fmax_ev_per_a=2.331 relative_energy_kj_mol=46.6
Cr -0.258997 0.261730 -0.141968 -1.4 1.7 0.7 1.100
C -4.586071 1.229468 -1.234480 -0.5 -0.1 0.9 -1.563
C -3.094920 1.159951 -1.533998 1.3 0.2 -0.9 0.932
C -2.511864 2.571770 -1.751432 -0.3 0.0 -0.4 -1.060
O -2.327530 0.375526 -0.724792 0.1 -0.3 0.5 -0.510
H -5.074777 1.972484 -1.870835 0.0 -0.2 -0.3 0.396
H -4.840330 1.525403 -0.208242 0.4 0.0 0.1 0.273
H -5.045013 0.243073 -1.353815 0.0 0.0 -0.2 0.274
H -3.083636 0.737617 -2.565240 -0.1 0.1 -0.3 -0.225
H -2.459112 3.121745 -0.810139 0.1 0.1 0.0 -0.011
H -3.123800 3.106548 -2.493359 -0.3 0.2 0.3 0.489
H -1.534274 2.534135 -2.234767 0.3 -0.3 0.6 0.069
C -0.968180 1.023597 3.950914 0.2 -0.3 1.1 -1.356
C -1.394697 1.573789 2.609769 -0.7 -1.3 -1.6 1.139
C -2.034419 2.951346 2.696391 0.0 0.8 -0.2 -1.537
O -0.474046 1.435891 1.599608 1.1 0.2 -0.1 -0.157
H -1.773686 1.086196 4.695998 -0.1 0.3 -0.1 0.482
H -0.092117 1.529509 4.380447 0.0 0.1 -0.1 0.253
H -0.777233 -0.052907 3.927443 0.2 0.1 -0.4 0.157
H -2.232853 0.912540 2.309783 -0.4 0.1 0.3 -0.181
H -1.362544 3.819623 2.733899 0.5 -0.4 0.2 0.322
H -2.685998 3.027408 3.574126 -0.2 0.0 -0.1 0.387
H -2.593850 3.125222 1.773328 -0.2 -0.1 0.1 0.186
C 1.606589 3.106568 -3.215268 0.4 0.1 -1.4 -1.655
C 1.833418 1.832895 -2.366743 -1.2 0.4 1.8 1.104
C 3.212255 1.920541 -1.700478 0.8 -0.4 -0.7 -1.132
O 0.880690 1.666715 -1.389728 -0.1 0.1 -0.2 -0.622
H 1.475470 4.088866 -2.753069 0.1 -0.4 0.9 0.305
H 0.761747 3.043741 -3.910596 -0.2 -0.4 0.2 0.353
H 2.479306 3.245129 -3.875095 0.0 0.0 -0.1 0.447
H 1.761166 0.937393 -3.008902 0.6 0.2 -0.7 -0.428
H 3.245813 2.750350 -0.994280 -0.2 0.0 0.1 0.225
H 4.022373 2.051281 -2.437168 0.0 0.2 -0.1 0.447
H 3.468127 0.988423 -1.191712 -0.3 0.0 0.2 0.035
B -0.944776 -2.833438 1.886672 -0.4 0.6 -0.4 0.241
F 0.288318 -3.252979 2.430005 0.1 -0.1 -0.2 -0.413
F -1.926277 -2.869654 2.876683 -0.1 -0.2 0.3 -0.354
F -0.833184 -1.481927 1.425157 0.1 -0.7 0.3 0.000
F -1.332432 -3.638744 0.797020 0.3 -0.2 0.1 -0.372
C 2.285504 -0.973526 4.662351 -0.6 0.6 0.7 -1.637
C 1.867677 -0.603132 3.262529 -1.2 0.1 0.3 0.773
O 2.900543 -1.094013 2.396282 0.5 -0.2 0.2 -0.344
C 2.665210 -0.949831 1.110507 1.0 -0.2 0.1 0.295
O 1.712156 -0.430293 0.656471 -0.8 0.4 -1.0 0.210
O 3.690015 -1.415021 0.335273 -0.4 -0.2 0.2 -0.349
C 4.684223 -2.179112 1.027702 0.3 0.8 -0.4 -0.790
H 3.187715 -0.444085 4.976236 0.3 -0.3 -0.2 0.373
H 2.350356 -2.045468 4.843536 0.3 -0.1 -0.3 0.357
H 1.523850 -0.628219 5.369605 -0.1 0.1 -0.2 0.414
H 1.643685 0.456707 3.101550 0.8 0.1 0.0 0.337
H 0.891388 -1.002846 2.978835 0.4 -0.6 0.0 -0.549
H 5.461792 -2.450551 0.313628 -0.3 -0.1 -0.3 0.260
H 4.222648 -3.061276 1.463393 0.2 0.1 0.3 0.286
H 5.174034 -1.494824 1.721934 -0.1 -0.5 0.5 0.283
C -3.256324 -2.056602 -2.932319 -0.7 0.8 0.4 -1.287
C -2.207496 -2.625538 -2.008921 -1.0 -0.6 -0.4 0.434
O -0.999116 -2.834484 -2.765963 0.5 0.3 -0.3 -0.457
C 0.075775 -2.184846 -2.361999 -0.5 -0.8 0.3 0.537
O 0.129129 -1.440569 -1.435722 0.4 1.1 0.6 0.045
O 1.114995 -2.598162 -3.060205 0.2 -0.8 -1.5 -0.468
C 2.370326 -1.992091 -2.876010 0.8 0.6 1.0 -0.215
H -3.054511 -1.018857 -3.210083 0.4 -0.3 -0.3 0.127
H -4.181418 -1.911013 -2.360910 0.0 -0.4 0.1 0.307
H -3.499159 -2.679572 -3.792851 0.2 0.0 -0.1 0.381
H -2.489812 -3.649562 -1.757216 0.0 0.2 0.4 0.255
H -2.109825 -1.999540 -1.122108 0.4 -0.1 -0.2 -0.075
H 3.168136 -2.675524 -3.167031 -0.4 -0.3 -0.2 0.308
H 2.517692 -1.771375 -1.817538 0.0 0.2 -0.1 -0.110
H 2.492176 -1.073582 -3.452085 -0.3 0.0 0.0 0.255



No. 4
61
Properties=species:S:1:pos:R:3:forces:R:3:mulliken_charge:R:1 method="wB97M-V/def2-TZVPD" total_energy_ev=-92906.18635 homo_energy_ha="-0.0634 / -0.1242" e_lumo_ev="2.77 / 2.06" spin_multiplicity=6 total_charge=-1 gap_ev="4.500 / 5.445" fmax_ev_per_a=6.468
C -1.860265 -2.499138 -4.494981 -0.4 0.9 -0.7 -0.588
C -0.606863 -2.210201 -5.149172 -0.7 0.7 -1.3 -0.717
C -0.264194 -0.840927 -4.882989 -0.6 0.2 -1.2 -0.364
C -1.337498 -0.261734 -4.095151 -1.4 -0.4 -1.6 -0.933
C -2.319949 -1.295102 -3.862036 -0.7 1.0 -2.3 -0.185
Fe -0.472341 -1.824030 -3.132049 2.3 -1.3 -1.0 -0.228
C 1.270516 -2.841864 -2.803293 2.0 -1.2 -0.2 -0.610
C 0.133276 -3.652750 -2.824234 1.1 -1.2 -0.3 0.711
C -0.391018 -4.876364 -2.907790 0.0 0.6 0.1 -0.829
N -1.043931 -1.842341 -1.550515 -3.1 -1.4 5.5 -0.014
H 0.613755 -0.313890 -5.255206 -0.3 -0.2 0.2 0.356
H -0.047619 -2.900481 -5.774817 0.0 0.1 0.4 0.455
H -1.441757 0.786570 -3.839827 0.2 -0.3 0.2 0.753
H -3.260306 -1.170423 -3.337316 0.4 -0.1 0.1 0.431
H -2.392946 -3.442762 -4.536608 0.2 0.2 0.2 0.582
H 1.937637 -2.820728 -3.684190 -0.4 -0.2 0.4 0.188
H -1.605829 -2.161491 -0.770359 -0.1 0.2 0.4 -0.129
H 1.813314 -2.673819 -1.861411 -0.4 0.0 -0.4 0.223
H 0.223253 -5.781315 -2.842201 -0.1 0.3 0.0 0.239
H -1.468972 -5.000220 -3.056821 0.4 -0.1 0.1 0.202
C -2.898250 -0.383509 1.537335 -0.2 -0.2 0.3 -0.958
Si -1.165567 -0.428709 2.279082 0.5 0.3 -0.8 0.529
C -1.199638 0.277358 4.027147 -0.2 -0.2 0.3 -1.087
C -0.533236 -2.203144 2.311100 -0.3 -0.2 0.3 -0.976
Si 0.246636 0.840058 0.932183 0.2 0.1 -0.5 0.057
Te 0.373420 -0.092146 -1.553647 1.6 2.2 2.0 -0.545
Si -0.427604 3.078898 1.022660 0.3 -0.9 -0.1 0.416
C -0.230003 3.793980 2.758842 -0.1 0.4 0.0 -0.973
C 0.614678 4.083235 -0.182086 -0.2 0.4 0.0 -1.039
C -2.239839 3.173005 0.513329 -0.1 0.4 -0.1 -1.048
Si 2.467183 0.716555 1.620409 -0.7 0.0 -0.4 0.307
C 2.699919 1.407494 3.359122 0.4 0.0 0.2 -1.039
C 3.003896 -1.090667 1.584928 0.4 0.0 0.1 -0.823
C 3.520080 1.707840 0.408911 0.4 -0.1 0.1 -0.972
H -3.513230 -1.107814 2.091561 -0.1 0.1 -0.2 0.396
H -2.909681 -0.665480 0.475703 0.1 0.1 0.2 0.155
H -3.365532 0.604515 1.634362 0.1 -0.2 0.0 0.289
H -1.851055 -0.370480 4.633274 0.1 0.2 0.1 0.374
H -0.207335 0.289174 4.497090 -0.2 0.0 -0.2 0.204
H -1.609811 1.294526 4.065971 0.1 -0.2 -0.1 0.222
H -0.392639 -2.620152 1.304427 0.0 0.2 0.2 0.184
H 0.414620 -2.294540 2.857158 -0.2 0.1 -0.1 0.266
H -1.286929 -2.812661 2.831916 0.2 -0.1 -0.1 0.393
H 0.816657 3.831020 3.083674 -0.2 0.0 -0.1 0.251
H -0.608135 4.827031 2.732438 0.1 -0.1 0.2 0.369
H -0.803305 3.247809 3.517201 0.1 0.1 -0.2 0.183
H 0.624123 3.633280 -1.183159 0.0 0.0 0.2 0.241
H 0.163968 5.083149 -0.263167 0.2 0.0 -0.1 0.393
H 1.653177 4.201823 0.150917 -0.2 -0.1 0.0 0.281
H -2.426910 2.632223 -0.423979 0.1 0.1 0.2 0.292
H -2.914562 2.774356 1.282011 0.2 0.1 -0.1 0.251
H -2.489671 4.232018 0.352187 -0.1 -0.2 0.0 0.378
H 2.088855 0.880990 4.104150 0.1 0.1 -0.2 0.233
H 3.757260 1.269375 3.633690 -0.2 0.1 0.1 0.404
H 2.474460 2.479360 3.424805 0.0 -0.3 -0.1 0.251
H 2.826966 -1.555900 0.605917 0.0 0.2 0.2 0.074
H 4.085558 -1.121712 1.785448 -0.1 -0.2 0.0 0.375
H 2.496526 -1.694907 2.348286 0.1 0.2 -0.2 0.278
H 3.358585 1.389288 -0.629465 -0.1 0.0 0.3 0.226
H 3.331936 2.787631 0.468762 0.0 -0.2 0.0 0.266
H 4.576164 1.528841 0.660474 -0.1 0.1 -0.1 0.379